(1)
Entry from the OMol25 dataset: 7 unconnected molecules or ions with the total composition C4H21NO7 at a distorted geometry (the ωB97M-V functional and the def2-TZVPD basis).

Results
Charge   0
Energy above the lowest of the compared OMol25 structures with the same formula, charge and spin   2.3610 eV
SMILES   CCC(=O)NC.O.O.O.O.O.O
Electronic energy   -20309.7070 eV
Strongest force on any atom   0.098 Eh/bohr

Each line ends with the Mulliken charge.
Atoms and positions in Å:
1 C -0.1615 -3.0086 -1.0101  -1.200
2 C -0.1728 -1.4314 -1.1610  -0.442
3 C 0.7253 -1.1773 -0.0623  0.491
4 O 1.9488 -1.3474 -0.1105  -0.723
5 N 0.1428 -1.0934 1.1786  0.003
6 C 0.9031 -0.9361 2.4226  -0.834
7 H -1.0401 -3.5168 -1.5256  0.352
8 H 0.6469 -3.5158 -1.5145  0.320
9 H -0.1395 -3.2627 0.0202  0.345
10 H -1.0971 -1.1042 -1.0499  0.520
11 H 0.2058 -1.1834 -2.1347  0.309
12 H -0.8145 -0.8135 1.1082  0.142
13 H 1.9351 -1.3901 2.0220  0.282
14 H 0.6520 -1.3721 3.3725  0.346
15 H 1.3753 0.0334 2.7496  0.161
16 O 1.9279 2.5924 1.5305  -0.697
17 H 1.3928 1.8073 1.7325  0.299
18 H 2.7749 2.1193 1.2265  0.360
19 O -3.0462 0.5507 2.3265  -0.608
20 H -3.4565 -0.1222 1.8266  0.307
21 H -2.5312 1.1678 1.9134  0.271
22 O 0.4809 1.8662 -1.3461  -0.577
23 H 1.1430 1.7223 -0.6824  0.213
24 H -0.2438 2.1338 -0.7847  0.412
25 O -0.7269 3.0091 0.7038  -0.638
26 H -1.4847 3.3379 1.1883  0.266
27 H 0.1074 3.4763 1.0050  0.319
28 O 2.0004 -0.4526 -3.0272  -0.630
29 H 1.8273 -1.3004 -2.6438  0.341
30 H 2.5197 0.0211 -2.3205  0.306
31 O -2.7354 0.6453 -2.3233  -0.663
32 H -1.9600 1.1176 -2.8467  0.344
33 H -3.0991 1.4275 -1.7838  0.303

***

(2)
Entry from the OMol25 dataset: 7 unconnected molecules or ions with the total composition C4H21NO9 at a distorted geometry (the ωB97M-V functional and the def2-TZVPD basis).

Results
Charge   0
Energy above the lowest of the compared OMol25 structures with the same formula, charge and spin   2.3660 eV
SMILES   O=CNC(CO)CO.O.O.O.O.O.O
Electronic energy   -24405.8861 eV
Strongest force on any atom   0.077 Eh/bohr

Each line ends with the Mulliken charge.
Atoms and positions in Å:
1 O 2.9569 -0.2592 -1.2464  -0.673
2 C 1.9622 0.4266 -0.9688  0.031
3 N 0.9011 0.3912 -1.7786  -0.002
4 C -0.4502 0.9968 -1.4065  -0.237
5 C -1.0913 -0.0800 -0.5357  0.597
6 O -2.4823 0.3322 -0.4627  -0.671
7 C -0.1883 2.3594 -0.7448  -0.494
8 O -1.4467 2.8246 -0.2061  -0.550
9 H 1.9317 0.9143 -0.0061  0.347
10 H 0.8673 -0.1884 -2.6579  0.313
11 H -0.8966 1.0900 -2.4270  0.140
12 H -1.2752 -1.0389 -1.0232  0.280
13 H -0.5868 -0.0098 0.4309  -0.548
14 H -2.6085 1.2698 -0.2457  0.419
15 H 0.5742 2.1958 0.0079  0.393
16 H 0.0510 3.1612 -1.5280  0.252
17 H -1.2723 3.2521 0.6376  0.305
18 O -0.4366 -1.1349 -4.3958  -0.662
19 H -1.1802 -1.5612 -3.9408  0.329
20 H -0.8512 -0.2456 -4.3855  0.329
21 O 2.5617 -1.7356 1.5301  -0.785
22 H 2.3179 -1.2072 2.3000  0.355
23 H 2.7122 -1.1723 0.7556  0.326
24 O -0.8434 0.5687 2.5967  -0.682
25 H -1.1777 -0.3311 2.2506  0.477
26 H -1.3529 0.6052 3.4223  0.274
27 O 1.8643 0.5728 2.6332  -0.712
28 H 0.9109 0.3996 2.5651  0.464
29 H 2.0988 1.2547 3.2634  0.268
30 O -1.8601 -1.7530 1.8326  -0.802
31 H -1.0012 -2.0847 1.3891  0.453
32 H -2.3694 -1.2773 1.1602  0.402
33 O 0.2321 -2.6704 0.3524  -0.606
34 H 1.0632 -2.2568 0.6474  0.413
35 H 0.3656 -3.6084 0.1844  0.258

***

(3)
Entry from the OMol25 dataset: 7 unconnected molecules or ions with the total composition C4H22N2O7 at a distorted geometry (the ωB97M-V functional and the def2-TZVPD basis).

Results
Charge   0
Energy above the lowest of the compared OMol25 structures with the same formula, charge and spin   4.8491 eV
SMILES   CC(C)NC(N)=O.O.O.O.O.O.O
Electronic energy   -21815.3884 eV
Strongest force on any atom   0.309 Eh/bohr

Each line ends with the Mulliken charge.
Atoms and positions in Å:
1 C 2.2977 -2.9744 -0.5039  -1.200
2 C 2.4996 -1.4863 -0.2631  0.244
3 C 2.7217 -1.3010 1.2148  -1.239
4 N 1.3607 -0.7059 -0.7345  -0.177
5 C 0.0566 -0.6689 -0.2019  0.396
6 N -0.5484 0.4034 -0.8097  -0.157
7 O -0.2592 -1.0483 0.8654  -0.567
8 H 1.7890 -3.1316 -1.5017  0.320
9 H 3.2760 -3.4410 -0.3251  0.387
10 H 1.6002 -3.3568 0.3631  0.243
11 H 3.5113 -1.0357 -0.7616  0.316
12 H 2.1125 -2.1271 1.8247  0.185
13 H 2.5134 -0.2825 1.6138  0.308
14 H 3.8653 -1.4046 1.4049  0.370
15 H 1.2638 -0.7735 -1.7664  0.343
16 H -0.3154 0.6157 -1.7932  0.345
17 H -1.5798 0.6270 -0.7542  0.024
18 O -3.1011 1.6076 -1.3867  -0.663
19 H -3.5899 1.2572 -0.6084  0.299
20 H -2.7525 2.3025 -0.9422  0.339
21 O 2.9453 2.3932 0.3078  -0.622
22 H 2.3310 2.7216 0.9570  0.315
23 H 2.5950 2.2815 -0.5444  0.283
24 O -1.0150 2.0062 1.7424  -0.626
25 H -0.9067 1.0362 1.5805  0.367
26 H -1.2944 1.8740 2.6734  0.298
27 O -0.7635 1.5276 -3.5147  -0.625
28 H -1.4844 1.9635 -3.0343  0.308
29 H -0.8135 1.4998 -4.3720  0.246
30 O -3.8749 -0.5197 -0.1933  -0.666
31 H -4.4846 -1.2023 -0.0562  0.280
32 H -3.2055 -0.5369 0.5235  0.343
33 O -0.7506 -0.5253 3.2140  -0.544
34 H -0.1252 -0.9914 2.6019  0.384
35 H -0.8943 -0.7251 3.9722  0.141

***

(4)
Entry from the OMol25 dataset: 7 unconnected molecules or ions with the total composition C4H22N2O7 at a distorted geometry (the ωB97M-V functional and the def2-TZVPD basis).

Results
Charge   0
Energy above the lowest of the compared OMol25 structures with the same formula, charge and spin   4.5560 eV
SMILES   C[C@@H](CN)NC=O.O.O.O.O.O.O
Electronic energy   -21815.6814 eV
Strongest force on any atom   0.085 Eh/bohr

Each line ends with the Mulliken charge.
Atoms and positions in Å:
1 C -0.5392 0.1694 -0.7335  -0.813
2 C -0.5566 1.6064 -0.3322  0.422
3 C -1.2702 2.1396 0.9782  -0.833
4 N -2.6918 1.7499 1.0567  -0.645
5 N 0.8757 2.1896 -0.3541  -0.291
6 C 1.7041 2.3130 0.7724  0.023
7 O 1.2382 2.3015 1.9491  -0.683
8 H 0.4147 -0.3222 -0.6825  0.319
9 H -0.9647 -0.0661 -1.7058  0.340
10 H -1.2241 -0.3254 -0.0346  0.016
11 H -1.1770 2.1848 -1.1378  0.141
12 H -0.6955 1.8757 1.8983  0.379
13 H -1.2716 3.2077 0.7661  0.382
14 H -2.9399 0.7921 1.1538  0.191
15 H -3.1848 1.9911 0.2517  0.289
16 H 1.3550 1.9318 -1.2393  0.316
17 H 2.7469 2.4726 0.5952  0.544
18 O -0.8488 -3.1346 -0.3649  -0.692
19 H -1.3686 -3.9798 -0.4351  0.271
20 H -1.4326 -2.4683 0.2013  0.327
21 O 1.7179 0.5003 -3.1843  -0.690
22 H 0.8975 -0.0324 -3.0360  0.413
23 H 2.3569 -0.0286 -2.7871  0.285
24 O 1.2373 -1.9827 1.1611  -0.709
25 H 0.8290 -1.4574 1.8801  0.271
26 H 0.5454 -2.0355 0.3427  0.399
27 O -1.4002 -1.8217 2.2022  -0.491
28 H -1.9830 -2.1149 2.9236  0.281
29 H -0.6304 -2.1062 2.6612  0.280
30 O 0.2155 -1.5910 -2.8103  -0.665
31 H 1.0123 -2.0275 -2.8423  0.304
32 H -0.4215 -2.0152 -2.2537  0.281
33 O 2.5841 0.2688 0.7819  -0.663
34 H 2.7942 0.3495 1.6716  0.286
35 H 2.0758 -0.5343 0.6866  0.416

***

(5)
Entry from the OMol25 dataset: 7 unconnected molecules or ions with the total composition C4H22N2O8 at a distorted geometry (the ωB97M-V functional and the def2-TZVPD basis).

Results
Charge   0
Energy above the lowest of the compared OMol25 structures with the same formula, charge and spin   2.7272 eV
SMILES   O=CNCCNCO.O.O.O.O.O.O
Electronic energy   -23863.7988 eV
Strongest force on any atom   0.063 Eh/bohr

Each line ends with the Mulliken charge.
Atoms and positions in Å:
1 O 2.8684 1.3608 0.6696  -0.571
2 C 2.6641 0.1772 0.4755  -0.034
3 N 1.7654 -0.2981 -0.4586  -0.209
4 C 0.9603 0.7618 -1.0893  -0.111
5 C 0.1780 0.0290 -2.2066  -1.041
6 N -0.7038 -1.1166 -1.9478  -0.169
7 C -1.4962 -1.1482 -0.7503  -0.369
8 O -0.6004 -1.4530 0.3496  -0.216
9 H 3.1040 -0.5234 1.2075  0.388
10 H 1.2583 -1.1315 -0.1968  0.297
11 H 0.2312 1.1180 -0.3399  0.038
12 H 1.6259 1.5547 -1.3779  0.536
13 H 0.8517 -0.2963 -3.0226  0.434
14 H -0.4548 0.8376 -2.6570  0.215
15 H -0.4617 -1.9955 -2.3602  0.236
16 H -1.8708 -0.1254 -0.5527  0.199
17 H -2.3203 -1.8486 -0.8556  0.366
18 H -0.8242 -2.1618 0.9500  0.027
19 O 0.7023 3.6714 -1.9886  -0.623
20 H -0.2364 3.8361 -1.8579  0.348
21 H 1.4050 4.1045 -1.4866  0.290
22 O -0.6741 -3.8897 -0.5553  -0.600
23 H -0.2390 -4.3503 0.1863  0.308
24 H -0.0466 -4.2476 -1.2080  0.274
25 O -1.6423 4.1530 -0.3266  -0.696
26 H -1.9140 3.2317 -0.2490  0.318
27 H -0.8328 4.2854 0.1971  0.351
28 O -2.6000 -1.6135 3.3218  -0.632
29 H -3.2299 -0.9200 3.1857  0.302
30 H -2.3674 -2.2163 2.5989  0.312
31 O 0.9599 3.2053 1.4676  -0.677
32 H 0.8104 2.4414 0.9039  0.365
33 H 1.9083 3.2929 1.3313  0.338
34 O 0.5021 -2.9785 2.5662  -0.590
35 H -0.3894 -3.1633 2.8667  0.306
36 H 1.1091 -2.5830 3.2093  0.290

***

(6)
Entry from the OMol25 dataset: 9 unconnected molecules or ions with the total composition C4H22NO11 at a distorted geometry (the ωB97M-V functional and the def2-TZVPD basis).

Results
Charge   -1
Energy above the lowest of the compared OMol25 structures with the same formula, charge and spin   1.9736 eV
Electronic energy   -28520.1163 eV
Strongest force on any atom   0.056 Eh/bohr

Each line ends with the Mulliken charge.
Atoms and positions in Å:
1 O 1.4849 0.3850 0.6349  -0.784
2 C 0.4471 -0.2636 0.3864  0.132
3 O -0.0593 -0.5712 -0.7127  -0.548
4 C -0.3553 -0.8415 1.6090  0.586
5 C -0.2383 -2.3703 1.8259  -0.855
6 C -0.9766 -3.0127 0.6858  0.052
7 O -1.7650 -3.9082 0.9226  -0.565
8 N -0.0962 -0.1578 2.9227  -0.848
9 H -1.4357 -0.6847 1.5614  0.158
10 H -0.6868 -2.5865 2.7930  0.362
11 H 0.8276 -2.6172 1.8482  0.441
12 H -0.6095 -2.8622 -0.3390  0.366
13 H 0.3106 0.7768 2.8623  0.365
14 H 0.6673 -0.6715 3.3599  0.268
15 H 2.2960 -3.1483 -0.1820  0.323
16 H 2.6246 -1.7471 0.1324  0.285
17 O 2.5912 -2.6132 0.5635  -0.659
18 H -2.2249 -0.6226 -1.2909  0.335
19 H -3.4741 -1.1811 -1.9069  0.299
20 O -3.0118 -0.3440 -1.7845  -0.701
21 H 2.7335 1.0881 -1.5908  0.341
22 H 3.3216 0.0983 -0.7522  0.350
23 O 3.6231 0.7572 -1.3933  -0.701
24 H 1.4400 2.7559 3.0353  0.281
25 H 1.6629 1.8091 1.8829  0.347
26 O 1.0498 2.5021 2.1897  -0.666
27 H 0.4135 4.3010 0.7420  0.349
28 H 1.2797 3.2780 0.2243  0.371
29 O 1.1159 4.2259 0.0799  -0.768
30 H -2.6109 2.2970 -0.5958  0.306
31 H -3.5925 1.5344 -1.3868  0.376
32 O -3.5134 2.3877 -0.9288  -0.666
33 H -1.0939 -1.6025 -3.5010  0.316
34 H 0.2811 -1.2703 -3.1120  0.353
35 O -0.1872 -1.7439 -3.8008  -0.664
36 H 0.1497 3.4524 -0.9894  0.452
37 H -1.0340 3.9415 -1.8243  0.257
38 O -0.4919 3.1589 -1.6891  -0.646

***

(7)
Entry from the OMol25 dataset: 6 unconnected molecules or ions with the total composition C4H22NO6 at a distorted geometry (the ωB97M-V functional and the def2-TZVPD basis).

Results
Charge   +1
Energy above the lowest of the compared OMol25 structures with the same formula, charge and spin   0.8739 eV
Electronic energy   -18273.6385 eV
Strongest force on any atom   0.029 Eh/bohr

Each line ends with the Mulliken charge.
Atoms and positions in Å:
1 O 2.2414 0.4361 0.4786  -0.319
2 H 1.9709 0.0100 1.3613  0.485
3 H 1.4083 0.4703 -0.0824  0.456
4 H 2.5008 1.3848 0.6398  0.502
5 C -2.5103 0.8420 -1.2600  -1.383
6 C -2.1819 -0.1258 -0.1268  -0.035
7 C -1.8657 -1.4943 -0.6610  -0.461
8 O -3.0405 -2.0578 -1.1554  -0.325
9 C -2.8207 -3.3079 -1.7457  -0.734
10 N -0.9926 0.3222 0.6499  -0.405
11 H -1.6870 0.9851 -1.9609  0.352
12 H -2.8915 1.8262 -0.9844  0.375
13 H -3.3259 0.3925 -1.8385  0.374
14 H -3.0477 -0.1023 0.5426  0.390
15 H -1.4329 -2.1319 0.1286  0.420
16 H -1.1101 -1.3911 -1.4596  0.306
17 H -3.7631 -3.6474 -2.1651  0.257
18 H -2.4851 -4.0526 -1.0064  0.292
19 H -2.0655 -3.2569 -2.5386  0.320
20 H -1.1869 1.2142 1.0928  0.214
21 H -0.8729 -0.3337 1.4191  0.209
22 O 4.8557 1.1642 0.6325  -0.615
23 H 5.6797 1.6557 0.7189  0.301
24 H 4.9459 0.6877 -0.2005  0.320
25 O 1.6343 -0.9027 2.6316  -0.619
26 H 1.2006 -1.7354 2.8466  0.302
27 H 2.1020 -0.6367 3.4325  0.296
28 O 2.2874 2.8761 1.5209  -0.619
29 H 3.1276 3.3235 1.6771  0.297
30 H 1.6349 3.3556 2.0417  0.283
31 O 0.8833 1.2301 -1.6890  -0.781
32 H 0.7738 2.1685 -1.4912  0.357
33 H 0.0335 0.8320 -1.4487  0.192

***

(8)
Entry from the OMol25 dataset: 8 unconnected molecules or ions with the total composition C4H22O7 at a distorted geometry (the ωB97M-V functional and the def2-TZVPD basis).

Results
Charge   +1
Energy above the lowest of the compared OMol25 structures with the same formula, charge and spin   0.6254 eV
Electronic energy   -18825.7960 eV
Expectation value of S²   0.753
Spin multiplicity   2
Strongest force on any atom   0.153 Eh/bohr

Each line ends with the Mulliken charge.
Atoms and positions in Å:
1 C 0.0321 0.8551 2.0875  0.782
2 C 1.2022 1.0843 1.5826  -0.318
3 C 1.7350 0.8381 0.2513  -1.140
4 C -0.1537 1.0880 3.5732  -1.340
5 H -0.8273 0.5548 1.3664  0.640
6 H 1.9848 1.4216 2.3034  0.278
7 H 2.1286 1.7379 -0.2205  0.401
8 H 2.3852 0.0757 0.1780  0.558
9 H 1.0552 0.8582 -0.6032  -0.014
10 H 0.7568 1.3657 4.0738  0.425
11 H -0.3390 0.0661 4.1210  0.324
12 H -0.9940 1.6714 3.7316  0.370
13 H -0.1789 -1.6876 0.7567  0.228
14 H -1.5160 -1.9803 0.0157  0.279
15 O -0.6292 -1.5726 -0.0138  -0.484
16 H 2.8939 -2.2819 -1.9999  0.319
17 H 1.6958 -2.9174 -1.6385  0.285
18 O 2.6205 -2.9639 -1.4407  -0.605
19 H 1.7815 1.2298 -3.3393  0.291
20 H 1.3037 -0.1917 -2.7963  0.396
21 O 1.9921 0.5402 -2.7015  -0.647
22 H -3.1743 -0.0174 -1.3234  0.325
23 H -2.6160 1.5160 -1.2524  0.307
24 O -2.6904 0.6603 -0.7315  -0.603
25 H -0.9778 3.1728 0.2559  0.294
26 H -1.3662 3.9315 -1.0633  0.292
27 O -0.8060 3.3166 -0.6398  -0.579
28 H -1.3234 -1.8355 2.3350  0.271
29 H -2.6884 -1.4900 1.7042  0.346
30 O -2.1763 -2.1891 2.0679  -0.615
31 H -0.0837 -1.9436 -2.2769  0.269
32 H -0.2541 -0.4528 -1.6599  0.396
33 O -0.3782 -1.0411 -2.4951  -0.733

***

(9)
Entry from the OMol25 dataset: 6 unconnected molecules or ions with the total composition C4H23N2O6 at a distorted geometry (the ωB97M-V functional and the def2-TZVPD basis).

Results
Charge   0
Energy above the lowest of the compared OMol25 structures with the same formula, charge and spin   1.5808 eV
Electronic energy   -19781.6864 eV
Expectation value of S²   0.750
Spin multiplicity   2
Strongest force on any atom   0.118 Eh/bohr

Each line ends with the Mulliken charge.
Atoms and positions in Å:
1 N -1.5139 -0.6516 -0.8974  -0.872
2 C -0.2478 0.2138 -0.9503  -0.077
3 C 0.8987 -0.8201 -1.3689  -0.297
4 C 0.8472 -1.2494 -2.8335  -1.429
5 O 0.6202 -1.9680 -0.6448  0.050
6 C -0.0402 0.7622 0.4884  -0.637
7 N -0.9358 1.9815 0.6398  -0.401
8 H -1.4038 -1.3295 -0.1052  0.497
9 H -2.3810 0.1453 -0.6721  0.421
10 H -1.6591 -1.1806 -1.7003  0.413
11 H -0.3023 1.0443 -1.7142  0.361
12 H 1.8717 -0.3793 -1.1793  0.406
13 H 0.8509 -0.4179 -3.5440  0.376
14 H 1.6001 -2.0511 -3.2186  0.330
15 H -0.0822 -1.9258 -3.0068  0.284
16 H 0.9177 -2.1960 0.2632  -0.126
17 H 1.0119 1.1133 0.5111  0.224
18 H -0.1277 -0.0645 1.1995  -0.467
19 H -0.3417 2.7993 0.4508  0.286
20 H -1.3225 2.0459 1.5816  0.346
21 H 1.4234 2.9588 -1.3108  0.251
22 H 2.4730 3.5858 -0.6733  0.255
23 O 1.6921 3.1776 -0.4866  -0.463
24 H 1.6340 -3.6685 1.0310  0.352
25 H 2.7471 -2.6477 1.2961  0.362
26 O 1.8633 -2.9406 1.5961  -0.547
27 H 0.8719 1.4135 3.8528  0.396
28 H 1.8114 2.3959 3.3442  0.330
29 O 0.8819 2.3738 3.7924  -0.768
30 H -1.3633 -3.0707 1.8599  0.177
31 H -0.7377 -1.7321 2.3746  -0.285
32 O -1.1280 -2.1329 1.6830  0.271
33 H -4.1845 1.1724 -0.3669  0.364
34 H -2.8949 2.0058 -0.4400  0.350
35 O -3.3500 1.2374 -0.8518  -0.734